Record 1
Entry from the Open Molecules 2025 dataset: C25H41Cl3LaN3O3SSi as an isolated structure in a non-equilibrium geometry (ωB97M-V/def2-TZVPD).

Structure (XYZ):
```
78
Properties=species:S:1:pos:R:3:forces:R:3:mulliken_charge:R:1
C -1.13427 1.16531 -3.82660 -0.17 -0.18 -0.24 -1.349
C -1.90265 2.04562 -2.88396 -0.62 0.68 0.19 0.153
H -1.71069 0.97316 -4.73836 0.26 -0.04 0.16 0.360
H -0.90066 0.19748 -3.36061 0.00 0.20 -0.03 0.131
H -0.17564 1.61619 -4.12662 -0.26 -0.02 0.18 0.352
C -3.12886 2.54107 -3.09322 0.48 -0.19 -0.05 0.189
C -3.96797 2.31005 -4.29566 -0.46 -0.21 -0.34 -1.505
H -3.59029 3.16461 -2.32608 0.25 -0.04 -0.17 0.442
H -3.58155 1.49777 -4.92093 -0.21 0.22 0.06 0.375
H -4.06886 3.21042 -4.91959 0.06 -0.16 0.15 0.266
H -4.97923 2.04243 -3.96436 0.03 -0.02 -0.24 0.307
La 0.29617 -0.16678 0.36292 -1.00 1.98 -0.53 2.020
Cl 2.47921 1.53656 0.30017 0.27 0.02 0.08 -0.755
Cl 0.38284 -2.14169 -1.35735 0.17 -0.71 -0.33 -0.605
H 3.46792 -1.97068 5.08158 -0.08 -0.01 -0.19 0.314
H 5.53812 -2.08189 3.41656 -0.10 -0.07 -0.21 0.316
C 2.87913 -2.38866 4.25610 0.28 -0.06 -0.09 -0.869
C 4.83849 -2.46056 2.66144 -0.23 0.24 0.20 -0.889
N 3.48206 -2.00020 2.97475 -0.04 -0.32 0.21 0.268
H 1.85917 -2.00027 4.28378 0.24 -0.14 0.03 0.180
C 2.72681 -1.39653 2.07103 -1.51 0.31 -0.05 0.416
O 1.48225 -1.19971 2.23126 2.21 -0.41 0.25 -0.901
H 5.11649 -2.08504 1.67196 0.01 -0.09 0.23 0.285
H 3.23359 -1.03317 1.15271 -0.08 -0.30 0.41 0.194
H 2.87572 -3.47961 4.36598 -0.06 0.17 -0.11 0.345
H 4.87693 -3.55913 2.66330 -0.06 0.29 -0.04 0.302
H -2.64774 -0.58324 -1.87765 -0.15 -0.29 0.29 0.192
H -4.74668 0.99640 -0.92802 0.02 -0.37 0.20 0.201
C -3.09519 -1.31115 -1.17686 0.16 0.18 -0.38 -0.943
C -4.91571 0.11652 -0.28110 0.04 0.21 0.12 -0.787
N -3.66390 -0.59449 -0.04140 0.08 0.05 0.45 0.324
H -2.31104 -1.99714 -0.84102 -0.30 0.17 -0.10 0.244
C -2.97439 -0.44138 1.08772 0.64 -0.21 -0.77 0.125
O -1.81217 -0.89716 1.25375 -1.75 0.05 0.27 -0.563
H -5.33339 0.45732 0.67735 0.08 -0.12 -0.33 0.320
H -3.49143 0.14789 1.86189 0.23 -0.19 -0.04 0.339
H -3.90291 -1.85525 -1.68389 0.24 0.06 0.17 0.389
H -5.62414 -0.55772 -0.77922 0.14 0.17 0.21 0.324
O -1.12051 1.24910 -0.80347 0.41 -1.27 0.74 -0.734
C -1.19045 2.36873 -1.59002 0.50 0.26 0.21 0.209
C -2.81169 3.41768 0.06211 0.07 0.56 0.07 0.517
C -1.74231 3.55565 -0.81872 0.35 -0.31 -0.33 -0.036
H -3.19233 2.41987 0.28979 0.01 0.31 -0.20 0.263
C -3.33503 4.55990 0.66900 0.10 -0.10 0.18 -0.759
H -0.17344 2.67533 -1.88153 0.16 0.07 -0.09 0.444
C -1.11736 4.78521 -1.00681 -0.50 0.09 0.15 -0.736
H -4.19819 4.46169 1.33124 0.27 0.12 -0.12 0.377
C -2.74000 5.81143 0.46329 -0.08 -0.17 -0.11 -0.570
C -1.62853 5.91953 -0.37123 0.28 -0.18 -0.06 -0.624
H -0.23507 4.81400 -1.65867 -0.41 0.20 0.27 0.387
H -3.13454 6.69528 0.96464 0.06 -0.22 -0.14 0.378
H -1.12842 6.87283 -0.52720 -0.19 -0.05 0.12 0.393
Si 2.26523 -4.78419 -2.97241 -0.50 -0.05 -0.24 0.609
Cl 0.96302 -3.67076 -4.19815 0.45 -0.43 -0.15 -0.322
C 1.12043 -5.79582 -1.86012 0.09 0.26 0.20 -0.862
C 3.52511 -3.55434 -2.28560 0.01 -0.03 0.17 -0.699
C 3.17162 -6.08891 -3.97453 0.11 0.10 -0.15 -0.989
H 0.32338 -5.18396 -1.41299 0.31 -0.16 -0.09 0.187
H 1.69326 -6.28769 -1.06013 -0.16 0.10 -0.11 0.308
H 0.65294 -6.59035 -2.46674 0.20 0.34 0.13 0.264
H 2.49105 -6.84049 -4.39848 0.10 0.25 0.16 0.270
H 3.86600 -6.60682 -3.29611 -0.09 0.06 -0.16 0.303
H 3.75446 -5.66223 -4.79815 -0.04 -0.05 0.14 0.283
H 3.07212 -2.66008 -1.82296 0.08 -0.51 -0.24 0.050
H 4.16360 -3.22197 -3.11865 -0.24 -0.08 0.13 0.279
H 4.19937 -4.03594 -1.56002 -0.21 0.06 -0.10 0.293
S -0.69495 1.85157 2.60720 -0.03 0.29 -0.09 -0.191
C 0.63268 1.90331 3.63872 -0.22 0.57 -0.70 -0.040
N 1.63345 2.82298 3.42542 0.43 -0.59 0.84 0.054
C 2.75721 2.89001 4.20290 -0.62 -0.28 0.01 -0.348
C 2.89131 2.04734 5.28034 0.37 0.45 -0.31 -0.616
C 1.89282 1.08999 5.54065 -1.00 -0.05 -0.43 -0.183
C 0.76502 1.03802 4.73832 0.98 -0.41 0.88 -0.606
H 1.53812 3.42907 2.61639 -0.03 -0.25 -0.04 0.267
H 3.48935 3.63595 3.90740 -0.14 -0.17 0.14 0.405
H 3.75457 2.13604 5.92815 -0.02 -0.03 -0.17 0.401
H 1.98941 0.39862 6.37892 0.02 0.23 -0.19 0.473
H -0.03827 0.31707 4.88647 0.30 0.22 0.03 0.393
```
Forces are in eV/Å.

## Properties
**Relative energy (zero: lowest compared OMol25 entry of this formula, charge and spin)**: 0.0 kJ/mol
**Gap between HOMO and LUMO**: 7.676 eV
**E_LUMO**: -0.22 eV
**E_tot**: -94351.449 eV

Record 2
Entry from the Open Molecules 2025 dataset: C3H2BrNO2 as an isolated structure in a non-equilibrium geometry (ωB97M-V/def2-TZVPD).

Structure (XYZ):
```
9
Properties=species:S:1:pos:R:3:forces:R:3:mulliken_charge:R:1
C -0.32600 -0.95479 -0.10988 0.29 -1.49 -1.27 0.492
C 0.37511 1.18129 0.05722 -2.85 2.36 2.09 0.533
C 1.02056 -0.06879 -0.05681 -2.60 -1.82 0.51 -0.421
N -1.14614 0.01449 0.24924 1.23 3.17 0.42 -0.262
O -0.54926 -2.08420 -0.50408 0.93 0.99 0.68 -0.601
O 0.40688 2.33177 0.25574 -0.11 -2.16 -0.87 -0.329
Br -2.96125 -0.04401 0.27454 -0.31 -0.22 -0.10 -0.019
H 1.63940 -0.26130 0.74548 1.33 -0.45 1.87 0.280
H 1.54070 -0.11446 -0.91144 2.09 -0.39 -3.33 0.326
```
Forces are in eV/Å.

## Properties
**Relative energy (zero: lowest compared OMol25 entry of this formula, charge and spin)**: 181.7 kJ/mol
**Gap between HOMO and LUMO**: 9.256 eV
**E_LUMO**: -0.18 eV
**E_tot**: -78768.223 eV

Record 3
Entry from the Open Molecules 2025 dataset: C31H35ClN2Si2Ti as an isolated structure in a non-equilibrium geometry (ωB97M-V/def2-TZVPD).

Structure (XYZ):
```
72
Properties=species:S:1:pos:R:3:forces:R:3:lowdin_spin:R:1
C -0.71820 -0.48559 0.26335 -0.47 -0.61 -0.25 0.019
C -1.06472 0.04992 -1.01861 -0.79 -0.73 0.23 0.013
C -0.96553 -0.99854 -1.97373 -1.32 -0.45 0.62 0.005
H -1.47326 1.04638 -1.22155 0.50 -0.41 0.04 0.001
C -0.54944 -2.19275 -1.29819 -1.37 0.03 0.60 0.005
C -0.37883 -1.87397 0.08788 -1.28 0.15 -0.27 0.008
H -0.17171 -2.58972 0.88935 0.12 0.37 -0.43 0.001
H -0.85120 0.02297 1.22619 0.45 -0.17 -0.55 0.001
H -1.26350 -0.92707 -3.01538 0.40 -0.01 0.22 0.000
H -0.46381 -3.18350 -1.73622 0.22 0.39 0.00 0.000
Ti 1.06414 -0.75329 -1.20015 2.15 1.39 -0.27 0.903
Si 2.44806 3.11205 -4.05467 1.41 -0.29 -1.90 0.069
C 0.72699 3.71337 -4.34294 -1.15 0.24 -0.18 0.009
C 0.68295 5.00118 -4.92353 -0.97 -0.44 0.44 0.004
H 1.61329 5.52845 -5.13066 -0.15 -0.16 -0.03 0.003
C -0.54123 5.61639 -5.16461 -0.27 -0.07 0.32 0.000
H -0.54845 6.64747 -5.51704 -0.18 -0.21 -0.05 0.000
C -1.73998 4.94177 -4.88225 0.13 0.07 0.08 -0.001
H -2.69749 5.46262 -4.99045 0.34 -0.26 -0.15 0.000
C -1.71327 3.62847 -4.39116 0.13 0.17 0.21 0.000
H -2.65989 3.10937 -4.18740 0.38 0.19 -0.11 0.000
C -0.48705 3.01637 -4.09610 0.10 1.02 -0.48 -0.001
H -0.46486 2.00206 -3.68032 0.07 0.30 -0.14 -0.001
C -0.55409 -1.80868 -5.08017 -0.49 -0.34 -0.02 0.087
C -1.91763 -1.77841 -5.43051 0.25 -0.64 0.44 0.020
H -2.35190 -0.91331 -5.93108 0.09 -0.31 0.24 0.001
C -2.72797 -2.89643 -5.15972 -0.02 0.38 -0.15 0.002
H -3.79452 -2.84765 -5.40906 0.44 -0.12 0.08 0.000
C -2.18353 -4.05289 -4.60960 -0.21 -0.13 0.15 0.011
H -2.81722 -4.92387 -4.42445 0.16 0.29 -0.12 0.001
C -0.82793 -4.10878 -4.27993 -0.06 0.41 -0.19 -0.001
H -0.38235 -5.02154 -3.89299 -0.13 0.09 0.02 0.000
C -0.03271 -2.98848 -4.48351 -0.38 0.32 -0.38 0.019
H 1.02421 -3.03180 -4.22506 -0.24 -0.01 -0.09 0.004
H 2.21842 1.63666 -4.10035 -0.12 -0.82 0.57 0.020
Si 0.76881 -0.57453 -5.62894 0.49 0.99 -1.74 0.488
C 1.36859 -1.69496 -7.04610 0.80 -0.21 0.22 0.067
C 0.68860 -1.62906 -8.27525 0.07 -0.93 0.16 0.016
H 0.08847 -0.76024 -8.52402 -0.01 -0.10 0.08 0.001
C 0.70103 -2.73291 -9.14395 0.25 0.44 0.03 0.003
H 0.09765 -2.69988 -10.05934 0.33 -0.05 0.34 0.000
C 1.48684 -3.84653 -8.84687 -0.03 0.22 0.42 0.006
H 1.50796 -4.68906 -9.53158 -0.01 0.04 0.15 0.000
C 2.24668 -3.86619 -7.66768 0.35 0.14 0.07 0.000
H 2.86652 -4.73579 -7.42103 -0.20 0.30 -0.24 0.000
C 2.22860 -2.78087 -6.78036 -0.84 -0.27 -0.85 0.013
H 2.81273 -2.80561 -5.85972 -0.15 -0.06 -0.20 0.004
C 0.36929 0.99619 -6.70118 -0.23 -0.19 0.65 0.067
C -0.95036 1.31556 -7.03220 0.08 0.41 -0.09 0.015
H -1.76230 0.67874 -6.67673 0.17 0.38 -0.18 0.001
C -1.24881 2.45579 -7.78645 -0.11 -0.27 0.12 0.001
H -2.29613 2.66468 -8.00432 0.25 0.12 0.00 0.000
C -0.23217 3.29503 -8.23958 -0.07 -0.30 0.03 0.009
H -0.48457 4.19729 -8.80558 0.18 -0.35 0.19 0.001
C 1.09594 2.95585 -7.96867 -0.09 -0.21 0.17 -0.001
H 1.89719 3.58724 -8.35273 -0.13 -0.16 0.22 0.000
C 1.39783 1.82850 -7.19260 -0.03 -0.07 0.09 0.014
H 2.44690 1.61697 -6.94180 -0.51 0.09 -0.14 0.001
H 2.62758 3.50560 -2.68556 0.11 -0.03 1.92 0.007
Cl 2.55104 -1.48786 -2.66793 0.54 -0.22 -0.14 0.037
N 2.35181 -1.01677 0.48453 0.77 0.10 0.81 0.012
C 2.29049 0.11454 1.48211 0.50 -0.99 0.27 0.006
C 1.84468 1.41326 0.84957 -0.31 0.83 -0.60 0.006
N 1.51692 1.26046 -0.60547 0.05 0.99 0.16 0.012
H 2.23418 -1.91270 0.96130 0.00 0.33 -0.07 0.004
H 3.30093 -1.06450 0.09105 -0.41 0.08 0.04 0.001
H 1.60394 -0.16805 2.29197 0.27 -0.06 -0.30 0.000
H 3.29616 0.24501 1.90296 -0.34 -0.09 0.13 0.000
H 0.95723 1.80400 1.36961 0.35 -0.11 -0.22 0.000
H 2.64394 2.15428 0.93444 -0.22 0.02 0.11 0.000
H 0.74558 1.90499 -0.84328 0.64 -0.37 0.02 0.003
H 2.29974 1.63110 -1.16402 -0.28 -0.07 -0.15 0.001
```
Forces are in eV/Å.

## Properties
**Gap between HOMO and LUMO (spin up / spin down)**: 4.162 / 3.986 eV
**Spin multiplicity**: 3
**E_LUMO (spin up / spin down)**: -0.72 / -0.72 eV
**E_tot**: -87085.409 eV

Record 4
Entry from the Open Molecules 2025 dataset: one molecule with the formula C2H5N3O2 in a non-equilibrium geometry (ωB97M-V/def2-TZVPD).

Structure (XYZ):
```
12
Properties=species:S:1:pos:R:3:forces:R:3:mulliken_charge:R:1
C 0.76763 1.10654 0.21537 0.94 -0.18 0.51 -0.792
N 0.48589 -0.28750 -0.25837 -1.02 -0.22 0.30 0.221
N 1.41476 -1.35762 -0.20081 -0.26 1.63 -0.28 0.092
O 2.51444 -0.97426 -0.02682 1.28 0.09 0.17 -0.411
C -0.79411 -0.89418 -0.00664 1.03 1.09 -0.34 0.466
N -1.84260 -0.00698 -0.10670 -0.10 -1.19 0.45 -0.487
O -0.85696 -2.05006 0.26668 -1.05 -0.86 0.35 -0.514
H -0.17188 1.59822 0.61587 1.29 -0.83 -0.48 0.382
H 1.31389 1.79277 -0.48445 -0.93 -0.93 -0.04 0.248
H 1.54649 0.96615 0.99623 -0.72 0.24 0.04 0.278
H -2.69268 -0.54966 -0.18626 -0.20 0.38 -0.03 0.276
H -1.68488 0.65656 -0.82409 -0.24 0.78 -0.65 0.241
```
Forces are in eV/Å.

## Properties
**Relative energy (zero: lowest compared OMol25 entry of this formula, charge and spin)**: 355.4 kJ/mol
**Gap between HOMO and LUMO**: 10.148 eV
**SMILES**: CN(N=O)C(N)=O
**E_LUMO**: 0.58 eV
**E_tot**: -10718.126 eV

Record 5
Entry from the Open Molecules 2025 dataset: a 6-piece molecular cluster, ClH10O5 overall (ωB97M-V/def2-TZVPD).

Structure (XYZ):
```
16
Properties=species:S:1:pos:R:3:forces:R:3:mulliken_charge:R:1
Cl 0.19442 -0.30358 0.22942 0.04 0.03 -0.06 -0.842
O -0.85214 -3.54061 0.01492 0.00 -0.02 0.08 -0.663
H 0.10755 -3.56744 -0.04557 0.00 0.06 -0.02 0.304
H -1.01917 -2.60095 0.18510 0.03 -0.02 -0.08 0.332
O 0.53921 0.99309 3.17399 0.03 -0.20 -0.06 -0.618
H 1.47868 0.93683 3.36783 -0.01 0.01 -0.04 0.298
H 0.44458 0.50153 2.33130 -0.06 0.21 0.09 0.297
O -2.92246 -0.48864 -0.41513 0.10 0.14 0.05 -0.629
H -1.97988 -0.32673 -0.19489 -0.12 -0.10 -0.11 0.282
H -3.39757 0.17536 0.09215 0.03 -0.03 0.03 0.294
O 2.51029 0.11316 -2.11137 -0.08 -0.09 -0.10 -0.626
H 1.74953 -0.02671 -1.51879 0.10 -0.03 0.14 0.271
H 2.11216 0.39529 -2.93925 -0.01 0.04 0.04 0.299
O 0.60770 2.87570 -0.65888 -0.01 -0.05 -0.05 -0.636
H 0.63719 1.95188 -0.34820 -0.03 0.08 0.05 0.341
H -0.21011 2.91184 -1.16261 -0.01 -0.04 0.04 0.296
```
Forces are in eV/Å.

## Properties
**Relative energy (zero: lowest compared OMol25 entry of this formula, charge and spin)**: 3.6 kJ/mol
**Gap between HOMO and LUMO**: 10.012 eV
**Total charge**: -1
**E_LUMO**: 3.81 eV
**E_tot**: -22926.012 eV

Record 6
Entry from the Open Molecules 2025 dataset: one molecule with the formula C7H7N3O3 in a non-equilibrium geometry (ωB97M-V/def2-TZVPD).

Structure (XYZ):
```
20
Properties=species:S:1:pos:R:3:forces:R:3:mulliken_charge:R:1
O 0.38689 0.78397 -2.94611 -0.11 -0.33 0.47 -0.628
N 0.26152 1.52874 -1.99543 0.34 0.71 -1.17 1.027
O 0.10109 2.74858 -2.08896 -0.02 -0.55 0.36 -0.652
N 0.41109 1.03849 -0.74522 -0.17 -0.74 0.59 0.059
C 0.28000 -0.31916 -0.34104 -1.46 -0.34 1.06 0.164
C 0.43926 -1.48833 -1.04066 -0.50 0.75 1.94 -0.361
C 0.11026 -2.67961 -0.46439 -0.84 0.30 3.30 -0.848
C -0.37765 -2.64428 0.88744 0.73 -0.10 -1.05 -0.298
C -0.52074 -1.50499 1.64363 -0.55 1.64 -0.06 -0.773
C -0.30313 -0.31278 0.97917 1.51 0.89 -1.85 0.650
N -0.49555 1.00936 1.33500 0.03 -2.12 -0.21 -0.103
C -0.09002 1.88001 0.30705 1.36 1.35 1.55 -0.380
O 0.91170 2.71678 0.86700 0.32 1.92 -1.71 -0.608
H 0.76489 -1.50749 -1.99201 1.23 0.27 -3.08 0.597
H 0.35867 -3.55870 -0.99032 -0.25 -1.06 -0.28 0.397
H -0.68166 -3.43591 1.50334 -0.03 -2.01 -0.13 0.371
H -0.90541 -1.47017 2.68132 0.25 -0.39 -0.80 0.321
H -0.86073 1.26273 2.21976 -0.14 0.65 0.37 0.146
H -0.89067 2.44861 -0.05615 -1.10 1.16 -0.66 0.558
H 1.10019 3.50416 0.23658 -0.61 -2.01 1.37 0.360
```
Forces are in eV/Å.

## Properties
**Relative energy (zero: lowest compared OMol25 entry of this formula, charge and spin)**: 292.1 kJ/mol
**Gap between HOMO and LUMO**: 8.349 eV
**SMILES**: O=[N+]([O-])N1c2ccccc2N[C@H]1O
**E_LUMO**: 0.21 eV
**E_tot**: -17981.320 eV

Q: What is the E_tot in the fourth record?
A: -10718.126 eV

Q: What is the formula in the second record?
A: C3H2BrNO2

Q: What is the formula in the second record?
A: C3H2BrNO2